{
  "formula": "C40H40IrN4P2S2",
  "method": "ωB97M-V/def2-TZVPD",
  "elements": ["Ir", "S", "P", "C", "P", "S", "C", "C", "C", "C", "C", "C", "C", "C", "C", "C", "C", "C", "C", "C", "C", "C", "C", "C", "C", "C", "C", "C", "C", "C", "H", "H", "H", "H", "H", "H", "H", "H", "H", "H", "H", "H", "H", "H", "H", "H", "H", "H", "H", "H", "N", "C", "C", "N", "C", "C", "H", "H", "H", "H", "H", "H", "H", "H", "H", "H", "H", "N", "C", "C", "C", "N", "H", "H", "H", "H", "C", "C", "C", "C", "C", "C", "C", "C", "H", "H", "H", "H", "H"],
  "positions_angstrom": [[-0.38, 0.26, -0.09], [1.53, 0.90, -1.33], [2.51, -0.13, 0.17], [1.09, -0.18, 1.19], [0.73, 0.83, 2.58], [-0.68, 2.01, 1.73], [0.06, -0.23, 3.89], [-0.80, 0.32, 4.85], [-1.33, -0.48, 5.84], [-1.01, -1.84, 5.88], [-0.16, -2.39, 4.93], [0.37, -1.58, 3.93], [2.04, 1.78, 3.34], [2.96, 1.15, 4.19], [3.96, 1.90, 4.78], [4.04, 3.27, 4.55], [3.13, 3.89, 3.72], [2.13, 3.15, 3.10], [4.00, 0.70, 0.73], [4.98, -0.04, 1.39], [6.12, 0.59, 1.84], [6.28, 1.96, 1.65], [5.30, 2.69, 1.00], [4.15, 2.07, 0.54], [3.00, -1.78, -0.33], [2.28, -2.89, 0.08], [2.65, -4.16, -0.36], [3.73, -4.30, -1.22], [4.44, -3.19, -1.65], [4.09, -1.92, -1.20], [-1.04, 1.38, 4.81], [-1.98, -0.06, 6.59], [-1.41, -2.46, 6.67], [0.11, -3.43, 4.99], [1.04, -2.00, 3.19], [2.89, 0.09, 4.39], [4.67, 1.41, 5.44], [4.82, 3.85, 5.04], [3.19, 4.96, 3.55], [1.41, 3.64, 2.45], [4.87, -1.11, 1.52], [6.90, 0.02, 2.34], [7.18, 2.45, 2.00], [5.43, 3.76, 0.84], [3.39, 2.63, 0.03], [1.43, -2.76, 0.74], [2.10, -5.03, -0.03], [4.01, -5.28, -1.57], [5.28, -3.30, -2.32], [4.65, -1.06, -1.53], [-3.95, -2.63, 2.29], [-2.55, -3.15, 2.06], [-1.88, -2.33, 0.97], [-1.87, -0.89, 1.27], [-3.23, -0.41, 1.52], [-3.92, -1.17, 2.63], [-4.41, -3.17, 3.03], [-4.50, -2.78, 1.44], [-2.62, -4.20, 1.79], [-2.03, -3.05, 3.02], [-2.36, -2.49, 0.00], [-0.85, -2.68, 0.86], [-1.32, -0.75, 2.11], [-3.80, -0.50, 0.59], [-3.18, 0.65, 1.79], [-4.95, -0.84, 2.78], [-3.38, -1.08, 3.57], [-1.36, 1.66, -2.66], [-2.38, 2.15, -3.37], [-3.48, 2.15, -2.53], [-3.01, 1.64, -1.33], [-1.72, 1.34, -1.41], [-0.40, 1.51, -2.96], [-2.25, 2.47, -4.39], [-4.47, 2.50, -2.77], [-3.53, 1.51, -0.40], [-0.59, -1.17, -1.42], [-0.73, -2.08, -2.22], [-0.89, -3.16, -3.15], [-1.69, -3.01, -4.29], [-1.84, -4.06, -5.17], [-1.21, -5.27, -4.94], [-0.41, -5.42, -3.82], [-0.25, -4.38, -2.92], [-2.18, -2.06, -4.47], [-2.46, -3.93, -6.05], [-1.32, -6.08, -5.64], [0.10, -6.36, -3.64], [0.39, -4.49, -2.06]],
  "multiplicity": 2,
  "total_charge": 2,
  "lumo_energy_ev": [-5.00, -6.28],
  "e_homo_ha": [-0.4450, -0.4460],
  "s2": 0.76,
  "e_above_lowest_kj_mol": 54.2
}



{
  "formula": "C28H48Cl2Cs2FIMgN2O16P2",
  "method": "ωB97M-V/def2-TZVPD",
  "elements": ["C", "C", "C", "C", "I", "C", "F", "C", "C", "C", "O", "C", "C", "C", "O", "N", "C", "C", "C", "C", "C", "C", "O", "H", "H", "H", "H", "H", "H", "H", "H", "H", "H", "H", "H", "H", "H", "H", "H", "H", "C", "C", "O", "O", "H", "H", "H", "Cs", "C", "O", "P", "O", "O", "C", "O", "C", "H", "H", "H", "H", "H", "H", "H", "H", "H", "Mg", "O", "P", "O", "O", "O", "Cl", "C", "C", "Cl", "H", "H", "H", "H", "Cs", "O", "H", "C", "C", "C", "O", "C", "N", "H", "H", "H", "H", "H", "H", "H", "H", "H", "H", "H", "H", "O", "H", "H"],
  "positions_angstrom": [[8.70, 4.69, 2.02], [7.39, 4.64, 2.34], [6.86, 3.39, 2.98], [7.21, 2.98, 4.30], [8.53, 4.10, 5.52], [6.68, 1.82, 4.82], [7.02, 1.49, 6.08], [5.83, 0.99, 4.11], [5.20, -0.31, 4.60], [6.04, -1.08, 5.60], [5.59, -1.84, 6.44], [5.50, 1.41, 2.85], [6.00, 2.59, 2.28], [5.38, 2.71, 0.88], [5.70, 3.31, -0.10], [4.23, 1.82, 1.00], [2.89, 2.45, 1.15], [2.85, 3.56, 2.23], [1.75, 1.40, 1.29], [0.84, 1.56, 2.53], [1.54, 1.13, 3.90], [4.59, 0.77, 1.86], [4.28, -0.41, 1.81], [9.07, 4.91, 1.02], [9.42, 4.44, 2.81], [6.68, 5.46, 2.18], [4.18, -0.10, 4.93], [5.10, -0.96, 3.70], [7.13, -0.92, 5.61], [2.70, 3.00, 0.21], [3.09, 3.18, 3.23], [3.58, 4.35, 2.01], [1.88, 4.06, 2.23], [1.08, 1.49, 0.43], [2.10, 0.36, 1.28], [-0.01, 0.84, 2.36], [0.35, 2.54, 2.60], [1.74, 2.07, 4.44], [0.81, 0.57, 4.57], [2.52, 0.60, 3.77], [-1.53, -2.54, 0.54], [-0.42, -1.49, 0.54], [-0.10, -1.01, -0.55], [0.06, -1.21, 1.70], [-1.90, -2.73, -0.46], [-1.15, -3.48, 0.96], [-2.37, -2.20, 1.16], [4.56, -3.77, 5.58], [-6.27, 2.24, 0.39], [-5.75, 1.87, 1.69], [-4.11, 2.07, 1.93], [-3.91, 1.08, 3.01], [-4.31, 3.59, 2.49], [-5.33, 3.86, 3.44], [-2.51, 2.44, 1.58], [-2.12, 2.40, 0.18], [-7.35, 2.07, 0.39], [-6.07, 3.30, 0.19], [-5.82, 1.63, -0.39], [-5.55, 2.99, 4.06], [-6.23, 4.19, 2.93], [-4.99, 4.68, 4.08], [-2.69, 3.13, -0.39], [-2.27, 1.40, -0.23], [-1.07, 2.65, 0.12], [3.84, 0.39, -0.70], [-4.05, -3.26, -3.28], [-3.73, -4.65, -2.74], [-5.02, -5.29, -2.25], [-2.76, -4.48, -1.56], [-3.09, -5.51, -3.82], [-9.44, 1.37, 0.33], [-10.60, 0.27, -0.45], [-9.95, -1.02, -0.90], [-8.81, -0.75, -2.24], [-11.06, 0.79, -1.29], [-11.38, 0.05, 0.28], [-10.71, -1.71, -1.26], [-9.40, -1.49, -0.09], [0.12, -1.43, 4.09], [-0.08, -6.11, 2.57], [0.06, -5.84, 1.66], [-3.61, -5.30, -8.89], [-3.21, -4.37, -7.76], [-1.84, -3.73, -7.96], [-0.82, -4.68, -7.67], [-0.17, -5.24, -8.81], [-3.14, -5.16, -6.49], [-2.98, -6.19, -8.93], [-4.65, -5.64, -8.76], [-3.55, -4.79, -9.85], [-3.98, -3.60, -7.62], [-1.71, -2.92, -7.24], [-1.74, -3.30, -8.96], [-0.10, -4.52, -9.63], [-0.71, -6.13, -9.15], [0.83, -5.53, -8.52], [-3.91, -5.82, -6.37], [-3.10, -4.56, -5.64], [-2.26, -5.68, -6.50], [10.97, 6.29, 1.11], [10.98, 7.25, 1.02], [11.73, 6.10, 1.67]],
  "lumo_energy_ev": -2.28,
  "e_homo_ha": -0.1661
}



no.,molar mass (g mol⁻¹)
1,895.1
2,1237.6